Below is a structure of composition C8H15NO3S, with properties calculated with ωB97M-V/def2-TZVPD.

Values from the calculation:
Spin multiplicity   3
Orbital gap (spin up / spin down)   5.3306 / 8.0215 eV
Net charge   0
⟨S²⟩   2.01

Positions of all 28 atoms, in Å:
C -3.1176 0.5173 -2.0296
C -0.4223 0.8076 -1.4976
C 0.2106 0.8198 -0.0017
C -1.9176 0.5054 -1.4326
C 1.1821 -0.2658 2.0641
C 2.3193 -0.3920 -0.2941
C 0.1282 -1.6200 0.5711
C 0.9941 -0.4033 0.5617
N -3.2175 2.1899 0.8225
O -4.1433 0.6564 -1.2700
O -3.0009 -0.4705 0.9589
O -0.9722 1.0534 0.8272
S -2.5194 0.7236 0.2557
H -3.3086 0.3939 -3.1920
H -0.4540 1.7496 -1.9692
H 0.2290 0.0838 -2.0557
H 0.6708 1.8376 0.2415
H 1.9741 0.4828 2.2267
H 1.4774 -1.2099 2.5577
H 0.3780 0.1594 2.5291
H 2.2575 -0.9028 -1.2005
H 2.7153 0.4846 -0.5770
H 3.0507 -0.8905 0.1720
H -0.9115 -1.5078 1.0042
H 0.7291 -2.3990 0.9826
H 0.0288 -1.9815 -0.5419
H -3.4109 2.7103 -0.0466
H -4.0489 1.8935 1.2682

Forces on atoms 1 to 2 (eV/Å):
-3.8 -0.3 -7.1
0.2 -2.5 0.7


Below is a structure of composition C23H37N3O2, with properties calculated with ωB97M-V/def2-TZVPD.

Values from the calculation:
ΔE to the lowest compared entry with this formula, charge and spin   2152.1 kJ/mol
Orbital gap   8.5746 eV
Net charge   0

Positions of all 65 atoms, in Å:
C -5.8047 -1.9121 0.7425
H -4.6154 -1.9083 0.6096
H -6.0009 -1.8225 1.6752
H -6.1502 -2.8675 0.1737
C -6.4112 -0.8838 -0.2274
C -6.0805 -0.8182 -1.4928
H -6.5393 -0.0105 -1.9115
H -4.9638 -0.6726 -1.7603
H -6.4321 -1.6187 -2.1137
H -7.4915 -0.8137 -0.0325
C -6.0892 0.8173 0.6228
C -4.6524 0.9479 0.5128
C -3.9005 1.3409 -0.5417
C -2.5323 1.8015 -0.3956
C -1.7760 1.2274 0.4829
C -2.4627 0.5581 1.7907
C -3.7256 0.2368 1.7196
H -4.2634 -0.1558 2.5852
H -1.6994 0.3440 2.4365
C -0.2947 1.4470 0.6970
N 0.4063 0.2884 -0.1372
C 0.1931 -0.8642 0.8303
C 1.2971 -1.8768 0.1901
N 2.5840 -1.4957 0.5931
C 3.6569 -2.2247 0.4177
O 3.6157 -3.5805 0.7069
C 5.0078 -1.8919 0.9221
C 5.3815 -0.4290 -0.0954
N 4.3525 0.5055 0.1258
C 4.6871 1.3439 1.2517
C 3.5620 2.5525 1.1910
O 3.5033 3.2099 -0.0482
C 3.3816 2.4649 -1.0389
C 4.4352 1.2480 -1.1989
H 5.3975 1.8161 -1.2918
H 4.3209 0.9558 -2.0192
H 2.4077 1.9182 -1.1659
H 3.3591 3.1151 -1.6542
H 2.5619 1.9830 1.3760
H 3.6012 3.2523 2.1716
H 5.7179 1.8030 1.2925
H 4.4733 0.8463 2.3229
H 6.2897 -0.3153 0.1375
H 5.2344 -1.1363 -1.0509
H 4.8708 -1.2609 1.8737
H 5.9281 -2.5382 0.8661
H 2.9473 -0.6720 0.3201
C 1.2106 -2.3435 -1.3304
C 1.1454 -0.7616 -2.1923
C -0.0076 0.1770 -1.3996
H 0.2050 1.1319 -1.9944
H -0.8764 -0.2384 -1.6311
H 2.3087 -0.3695 -2.1173
H 0.9406 -1.0656 -3.0458
H 1.9622 -2.9362 -1.6414
H 0.1474 -2.5718 -1.3084
H 1.1463 -3.0092 0.5831
H 0.4458 -0.7694 1.7846
H -0.6808 -1.2734 0.6148
H 0.1462 2.2968 0.3227
H 0.1787 1.4220 1.5147
H -2.0420 2.2376 -1.1613
H -4.4665 1.9158 -1.3106
H -6.6724 1.4082 0.1827
H -6.3793 0.4944 1.6687

Forces on atoms 1 to 2 (eV/Å):
3.5 -1.8 -9.6
-2.5 0.0 0.3


Below is the molecule C3H10N2O7S3, with properties calculated with ωB97M-V/def2-TZVPD.

Values from the calculation:
Spin multiplicity   3
Orbital gap (spin up / spin down)   5.0147 / 6.3472 eV
Net charge   0
⟨S²⟩   2.01

Positions of all 25 atoms, in Å:
C 2.1978 0.8346 -2.7119
C -1.3630 -2.9327 2.2764
C -0.1627 1.7578 1.8373
N -0.3978 0.3921 -1.7696
N 0.2625 -0.9778 1.3752
O 0.7206 2.5717 -1.2108
O 0.0488 2.2374 -3.4999
O -2.2285 -0.4720 1.8166
O -1.6757 -1.9829 0.0452
O 1.7030 0.7706 0.2748
O -0.6814 0.6726 -0.4625
O 0.0939 -0.9002 -1.9001
S 0.6790 1.6744 -2.3307
S -1.2887 -1.4750 1.2959
S 0.4046 0.4307 0.7148
H 2.6932 1.1494 -1.6948
H 1.9550 -0.2202 -2.7961
H 2.7234 1.2844 -3.6179
H -0.7476 -2.6645 3.1286
H -2.3877 -3.1883 2.5760
H -0.8985 -3.7942 1.7349
H 0.3451 1.7735 2.8637
H -0.0651 2.7433 1.3567
H -1.2126 1.7631 2.1842
H -0.7175 -1.4478 -1.4859

Forces on atoms 1 to 2 (eV/Å):
1.1 1.6 1.8
1.3 -0.5 0.6


Below is the molecule CH3NO2S, with properties calculated with ωB97M-V/def2-TZVPD.

Values from the calculation:
ΔE to the lowest compared entry with this formula, charge and spin   432.1 kJ/mol
Orbital gap (spin up / spin down)   7.1778 / 9.1134 eV
Net charge   0

Positions of all 8 atoms, in Å:
C -1.4411 0.0330 0.0035
N 0.0165 0.2423 -0.3723
O 0.9429 -0.5348 0.1512
O 3.2057 0.8275 -0.1459
S 2.7666 -0.4938 0.2179
H -1.9710 -0.3755 -0.8291
H -1.9360 0.9685 0.1290
H -1.5836 -0.6672 0.8455

Forces on atoms 1 to 2 (eV/Å):
2.1 -1.8 0.7
0.1 1.9 -0.9


Below is a cluster of 2 separate species, C3H8S2 in total, with properties calculated with ωB97M-V/def2-TZVPD.

Values from the calculation:
ΔE to the lowest compared entry with this formula, charge and spin   115.9 kJ/mol
SMILES string   C=CC.SS
Orbital gap   9.8961 eV
Net charge   0

Positions of all 13 atoms, in Å:
C 0.0158 0.5016 -1.9882
C -0.8054 0.5016 -0.9527
C -1.4043 -0.7749 -0.4088
H 0.5472 1.3872 -2.3180
H 0.2285 -0.4081 -2.5258
H -1.2007 1.3948 -0.4910
H -1.6940 -0.6377 0.6246
H -2.2658 -1.1447 -0.9629
H -0.6745 -1.5845 -0.4361
S 2.1257 1.0053 1.7049
S 1.1444 0.1097 3.2410
H 3.3828 0.5832 1.9186
H 0.6002 -0.9336 2.5944

Forces on atoms 1 to 2 (eV/Å):
0.3 0.5 0.1
-0.8 -0.8 -0.2


| no. | calculated total energy (eV) | F_max (eV Å⁻¹) |
| --- | --- | --- |
| 1 | -26998.4946 | 8.1 |
| 2 | -32996.4377 | 17.1 |
| 3 | -53078.6947 | 7.7 |
| 4 | -17500.9917 | 3.3 |
| 5 | -24910.1956 | 1.1 |